DFT (ωB97M-V/def2-TZVPD) results for a cluster of 6 separate species, C12H36O6S6 in total in a non-equilibrium geometry.

Geometry as XYZ:
```
60
Properties=species:S:1:pos:R:3:nbo_charge:R:1
H -3.729 2.059 1.577 0.21
H 0.404 -7.819 2.155 0.23
H -3.689 0.381 -0.836 0.23
H -2.307 -2.418 -2.295 0.24
H -1.067 -7.897 3.256 0.24
H -5.019 1.253 0.651 0.23
H 3.448 4.748 -4.479 0.29
C 3.315 4.657 -3.400 -0.84
C -0.291 -7.281 2.800 -0.81
H 0.503 -2.504 1.700 0.27
S 1.457 -0.761 0.098 1.19
H -2.413 1.109 -1.855 0.23
H 1.850 1.355 1.320 0.23
H -1.504 -3.921 -2.372 0.25
H 2.825 1.813 4.123 0.26
O 0.722 0.073 -0.967 -1.02
C -1.450 -2.904 -2.761 -0.85
H 3.537 5.622 4.564 0.23
C -1.303 -0.834 -4.608 -0.82
H 2.719 -0.059 1.943 0.23
H 4.035 3.908 -3.070 0.28
O -3.103 -2.832 -4.708 -0.96
C -2.830 1.053 -0.850 -0.82
H 3.807 2.957 4.723 0.24
O 0.555 3.611 4.629 -0.95
O 0.339 -5.128 1.342 -1.00
C 1.749 0.309 1.611 -0.80
C -1.343 -6.839 0.282 -0.82
S -1.613 -2.715 -4.525 1.25
H -2.120 0.711 -0.096 0.23
H 0.560 2.228 -2.544 0.30
H -1.844 -0.364 -3.787 0.22
H -5.145 2.983 1.188 0.25
H 2.850 4.933 6.127 0.25
H -1.688 -0.305 -5.479 0.25
H -0.475 -7.464 0.070 0.23
S -3.349 2.768 -0.481 1.20
C 0.194 -1.889 0.855 -0.81
H -2.286 -7.384 0.274 0.24
S 1.861 4.134 3.964 1.16
O -4.335 3.321 -1.505 -0.96
C 2.657 5.289 5.114 -0.82
C -4.494 2.194 0.812 -0.80
H 2.168 6.263 5.120 0.25
S -0.906 -5.854 1.776 1.21
S 1.566 4.298 -2.920 1.36
C 3.136 2.828 3.874 -0.85
C 1.608 2.504 -2.654 -0.76
O 0.527 4.441 -4.016 -0.49
H 3.782 5.594 -3.096 0.29
H -0.541 -2.405 -2.425 0.23
H 3.688 2.866 2.935 0.23
H -0.289 -0.472 -4.437 0.21
H 2.123 2.015 -3.481 0.27
H 0.976 0.262 2.378 0.25
H -1.393 -6.219 -0.614 0.24
H 2.151 2.325 -1.725 0.27
H 0.389 -6.895 3.558 0.24
H -0.705 -1.373 1.190 0.23
H -0.274 -2.330 -0.025 0.24
```

Output
DFT total energy: -90308.019 eV
expectation value of S²: 0.76
max |F|: 3.36 eV/Å
HOMO-LUMO gap (alpha / beta): 7.0 / 2.7 eV
spin multiplicity: 2
LUMO energy (alpha / beta): -3.751 / -8.114 eV
HOMO level (alpha / beta): -10.79 / -10.79 eV
net charge: +1

DFT (ωB97M-V/def2-TZVPD) results for a cluster of 2 separate species, C2H8NO in total in a non-equilibrium geometry.

Geometry as XYZ:
```
12
Properties=species:S:1:pos:R:3:nbo_charge:R:1
H -0.001 -0.733 -1.690 0.25
H -0.293 0.593 0.152 0.47
C 1.128 -0.210 1.311 0.12
N 0.326 -0.229 0.336 -0.39
H -2.077 1.696 -1.159 0.51
C 0.329 -1.199 -0.763 -0.45
H 1.120 0.623 1.994 0.23
H -0.384 -2.000 -0.560 0.25
H -1.829 2.383 0.198 0.51
H 1.299 -1.663 -0.852 0.24
H 1.811 -1.033 1.478 0.22
O -1.430 1.772 -0.446 -0.97
```

Output
DFT total energy: -5734.256 eV
max |F|: 1.14 eV/Å
HOMO-LUMO gap: 11.8 eV
LUMO energy: -4.798 eV
HOMO level: -16.61 eV
net charge: +1

DFT (ωB97M-V/def2-TZVPD) results for a structure of composition C22H43BeCsFGaILiNO5 in a non-equilibrium geometry.

Geometry as XYZ:
```
77
Properties=species:S:1:pos:R:3:lowdin_charge:R:1
H 4.466 -3.424 0.464 0.10
H -5.951 2.639 2.235 0.09
H -3.047 -0.279 2.443 0.03
F 4.806 -4.579 2.851 -0.67
H 5.396 -1.460 -2.663 0.14
H -2.566 0.136 -4.204 0.11
C -0.278 -0.775 1.180 -0.77
H -5.612 2.777 0.412 0.08
C -2.656 -1.790 -3.087 -0.26
H -3.635 -4.091 -3.419 0.09
Cs 3.644 0.232 3.018 1.58
C -2.235 6.262 -0.195 -0.11
N -1.129 5.584 0.411 0.01
H 0.313 -0.130 3.285 -0.03
O 3.313 -1.750 0.004 -0.15
C -1.537 0.530 -2.246 -0.22
C -4.058 0.524 -0.058 -0.22
H 3.536 -0.437 -1.514 0.13
Li 0.199 1.668 3.979 0.81
H -0.640 -0.204 -2.194 0.06
O 5.880 -2.796 -1.198 -0.19
C 4.793 -1.928 2.016 -0.37
H 4.885 -0.445 -0.409 0.11
C -3.459 4.074 -1.089 -0.04
C -3.933 -3.697 -2.388 -0.13
O -3.814 -2.257 -2.354 -0.28
H -1.649 -2.120 -2.640 0.08
H -4.720 1.040 -0.862 0.07
H 6.942 0.392 1.149 0.11
H -1.097 1.072 2.176 -0.01
Be 6.583 -6.014 0.000 0.65
C -3.809 0.552 2.643 -0.11
C -5.151 2.474 1.425 -0.11
H -3.288 -4.193 -1.561 0.07
C -0.777 0.755 1.109 -0.31
C 3.929 -2.623 0.963 -0.16
H 3.100 -3.104 1.489 0.13
O -1.958 8.470 -3.102 -0.08
H 4.146 -2.690 -2.371 0.14
H 0.731 -0.976 0.686 0.07
H -2.702 -2.259 -4.140 0.13
C 6.285 -0.074 1.885 -0.19
H 6.533 -4.280 -2.473 0.11
H 6.419 -4.705 -0.732 -0.14
H -1.155 1.413 -2.891 0.06
C -4.706 0.928 1.364 -0.44
H -4.484 0.369 3.545 0.09
H -2.246 7.412 -0.093 0.11
H -0.314 3.584 0.786 0.07
H -3.767 0.194 -2.817 0.11
H -5.015 -4.064 -2.204 0.11
H -1.103 -1.318 3.240 0.08
C -0.069 -1.101 2.764 -0.21
H -5.680 0.305 1.457 0.14
C -2.275 3.293 -0.408 -0.12
C -1.183 4.167 0.296 -0.13
H -4.291 6.235 -1.452 0.11
H 5.107 -2.666 2.764 0.11
H 0.174 1.390 0.880 0.05
H 5.389 0.548 1.973 -0.12
H -4.210 -0.600 -0.216 0.04
C 4.887 -2.043 -1.889 -0.16
H 0.583 -2.020 2.950 0.09
C 4.180 -1.098 -0.925 -0.17
O 5.980 -1.383 1.436 -0.17
C 5.933 -4.154 -1.565 -0.16
C -3.430 5.643 -0.979 -0.01
Ga -2.138 1.202 -0.376 0.39
H -4.265 3.180 1.620 0.07
H -4.288 3.491 -1.604 0.09
C -2.708 -0.181 -3.097 -0.22
H -3.177 1.497 2.887 0.06
H -2.192 7.796 -2.470 -0.10
I -1.681 -2.261 0.438 1.03
H 4.199 -1.157 2.518 -0.36
H 4.934 -4.580 -1.706 0.10
H 6.810 -0.121 2.847 0.11
```

Output
DFT total energy: -99554.283 eV
max |F|: 12.36 eV/Å
HOMO-LUMO gap: 1.0 eV
LUMO energy: -7.860 eV
HOMO level: -8.83 eV
net charge: +1

DFT (ωB97M-V/def2-TZVPD) results for a cluster of 13 separate species, C60H71F7O6 in total in a non-equilibrium geometry.

Geometry as XYZ:
```
144
Properties=species:S:1:pos:R:3:lowdin_charge:R:1
H -27.143 -5.754 17.381 0.09
H -35.124 -11.250 15.908 0.10
C -23.799 -5.172 11.394 -0.02
C -26.098 -10.705 15.106 -0.08
H -28.173 -13.411 15.610 0.06
C -33.881 -11.257 17.621 -0.10
H -25.896 -9.722 9.213 0.11
H -27.270 -12.426 12.184 0.10
F -25.164 -11.076 11.291 0.06
C -21.285 -11.522 14.644 -0.12
H -25.993 -9.643 17.734 0.04
C -23.838 -6.516 10.987 -0.08
H -23.290 -13.013 18.599 0.10
H -26.179 -9.351 20.035 0.04
C -24.547 -15.880 20.006 -0.04
C -28.970 -14.932 14.420 -0.51
H -29.446 -12.442 11.267 0.10
C -28.495 -14.441 15.767 -0.01
H -23.269 -6.838 10.127 0.10
C -24.593 -4.751 12.477 -0.27
C -25.614 -15.139 11.976 -0.02
C -33.074 -11.823 15.419 -0.27
O -25.433 -15.269 14.309 0.04
H -30.564 -11.886 17.681 0.09
O -29.978 -7.162 18.988 0.06
H -25.727 -11.440 21.551 0.07
C -24.329 -14.551 17.533 -0.05
C -26.233 -10.699 17.609 -0.09
H -25.329 -11.290 17.760 0.05
H -23.987 -11.700 21.975 0.07
H -30.432 -9.987 13.095 0.11
C -23.951 -14.606 19.893 -0.28
C -23.877 -13.917 18.670 -0.01
H -29.955 -9.706 19.455 0.08
H -26.893 -10.964 18.435 0.05
H -24.147 -4.934 18.057 0.08
H -25.316 -11.465 15.120 0.04
O -23.178 -9.909 20.520 0.03
H -27.704 -15.145 16.025 0.07
H -29.261 -7.218 22.138 0.08
C -29.099 -6.802 21.143 -0.03
C -29.002 -10.854 9.810 -0.11
H -34.746 -11.048 18.233 0.10
H -19.922 -12.906 15.550 0.11
H -29.620 -9.364 21.250 0.08
C -24.907 -15.842 17.645 -0.08
C -26.942 -10.907 16.319 -0.64
H -31.049 -15.623 20.907 0.11
C -25.360 -6.998 12.756 -0.08
H -25.270 -16.324 16.750 0.08
H -28.191 -9.396 8.445 0.10
H -30.000 -10.811 9.400 0.10
F -33.330 -12.121 14.097 0.02
C -25.342 -5.685 13.190 -0.02
O -28.134 -11.279 16.235 -0.17
C -27.519 -14.030 20.873 -0.07
H -25.290 -16.138 11.683 0.09
C -29.948 -9.022 13.085 0.00
C -27.995 -10.143 9.200 -0.09
H -32.354 -11.132 19.099 0.09
H -22.226 -10.539 18.298 0.10
H -29.494 -16.576 13.288 0.09
C -28.720 -11.795 10.797 -0.05
C -29.399 -9.144 20.205 0.00
C -31.801 -11.924 15.849 0.00
C -25.361 -8.820 20.522 -0.02
H -21.135 -11.875 13.634 0.10
H -27.699 -16.264 13.734 0.06
H -25.984 -7.741 13.231 0.10
C -24.812 -10.989 21.936 -0.01
F -29.774 -16.069 22.978 0.04
C -20.976 -11.725 17.028 -0.31
C -29.209 -15.382 21.955 -0.28
C -21.923 -10.768 17.287 -0.02
H -26.987 -7.484 17.736 0.08
F -20.449 -12.451 18.002 0.07
H -25.037 -10.566 22.915 0.08
H -30.236 -14.325 18.895 0.09
C -24.022 -13.538 13.470 -0.01
H -28.031 -6.613 21.033 0.07
H -29.471 -5.779 21.087 0.08
H -27.968 -7.264 15.235 0.09
H -29.138 -9.292 15.151 0.09
C -28.364 -13.908 19.751 -0.06
H -24.583 -12.605 13.410 0.05
C -28.516 -7.493 14.333 -0.09
H -31.027 -12.236 15.163 0.11
C -26.397 -11.078 10.775 -0.30
C -28.741 -16.350 14.043 -0.02
H -23.226 -9.351 16.454 0.09
C -27.419 -11.790 11.324 -0.02
C -31.517 -11.684 17.213 -0.05
H -25.999 -5.362 13.984 0.10
C -20.647 -12.123 15.720 -0.02
H -29.306 -14.327 16.486 0.08
C -25.054 -14.718 13.299 -0.43
C -30.010 -8.188 11.995 -0.27
H -24.761 -4.438 16.405 0.08
H -29.453 -6.372 11.232 0.10
C -29.187 -8.695 14.252 -0.04
H -23.158 -4.506 10.835 0.10
C -22.573 -10.176 16.212 -0.05
C -24.602 -7.438 11.693 -0.08
C -28.724 -6.547 13.313 -0.09
C -29.410 -6.932 12.154 -0.03
H -26.173 -6.256 18.717 0.07
C -32.568 -11.359 18.065 -0.11
H -24.549 -16.353 20.977 0.11
H -27.358 -14.891 22.879 0.11
H -28.044 -13.423 18.841 0.10
C -26.453 -6.535 17.701 -0.03
C -24.317 -9.885 20.994 -0.42
C -22.231 -10.540 14.878 -0.08
H -25.390 -17.531 18.926 0.10
C -26.701 -10.258 9.693 -0.03
F -24.598 -3.439 12.799 0.04
C -24.992 -16.529 18.872 -0.09
C -25.213 -6.457 16.823 -0.46
H -28.282 -5.569 13.432 0.09
C -24.317 -5.221 17.019 -0.02
H -23.421 -13.588 14.378 0.06
H -23.349 -13.510 12.614 0.07
H -26.696 -15.012 11.956 0.08
H -25.647 -9.726 14.943 0.05
C -34.113 -11.402 16.257 -0.03
H -25.045 -8.048 19.820 0.06
H -24.339 -14.031 16.587 0.09
H -25.779 -8.323 21.397 0.07
C -29.539 -7.656 20.011 -0.51
H -25.248 -14.499 11.173 0.07
C -27.963 -14.722 22.000 -0.01
H -28.782 -17.055 14.873 0.08
H -22.687 -10.073 14.018 0.10
H -23.387 -5.379 16.473 0.08
C -29.630 -14.504 19.771 -0.07
H -26.557 -13.540 20.889 0.08
F -23.381 -13.955 20.917 0.04
O -24.872 -7.368 16.068 0.04
C -30.031 -15.264 20.863 -0.03
O -29.445 -14.116 13.655 0.04
H -24.744 -8.456 11.360 0.09
H -28.329 -9.261 20.035 0.06
H -26.688 -10.985 14.233 0.06
F -30.638 -8.494 10.815 0.03
```

Output
DFT total energy: -94676.452 eV
expectation value of S²: 0.75
max |F|: 3.54 eV/Å
HOMO-LUMO gap (alpha / beta): 2.3 / 6.5 eV
spin multiplicity: 2
LUMO energy (alpha / beta): 2.161 / 2.150 eV
HOMO level (alpha / beta): -0.14 / -4.39 eV
net charge: -1